# 1
Density functional theory data (ωB97M-V with the def2-TZVPD basis set) for a structure of composition C21H13AsAuF9NO7S.

XYZ file:
```
54
Properties=species:S:1:pos:R:3:mulliken_charge:R:1
Au 0.39675 -0.29157 0.44714 1.276
C 4.58046 -0.55764 0.18003 -1.176
C 4.99504 -0.45818 1.49378 -0.345
C 4.05328 -0.30369 2.49691 -0.786
C 2.71122 -0.25832 2.16659 1.250
N 2.33234 -0.37598 0.87655 0.268
C 3.22751 -0.50964 -0.10570 0.348
C 1.58454 -0.06320 3.06577 0.233
C 1.72908 0.08032 4.44083 -0.884
C 0.61859 0.30877 5.23294 -0.634
C -0.62661 0.40543 4.63252 -1.097
C -0.77295 0.26336 3.25799 0.064
C 0.32137 0.00827 2.45289 -0.339
H 5.27419 -0.66912 -0.63981 0.488
H 6.04829 -0.49106 1.74170 0.413
H 4.35065 -0.20719 3.53079 0.375
H 2.87447 -0.59227 -1.12385 0.227
H 2.71146 0.01911 4.89176 0.324
H 0.72460 0.42021 6.30401 0.390
H -1.50562 0.59869 5.23450 0.433
H -1.75519 0.36304 2.83684 0.381
O 2.76261 1.43680 -2.34369 -0.545
As 1.03460 1.90484 -2.30113 0.810
O 0.96211 3.35997 -3.05023 -0.822
O 0.57027 1.80897 -0.71415 -0.591
C 0.11194 0.62132 -3.47604 -0.276
C -0.64080 1.33424 -4.40937 -0.480
C -1.47206 0.70118 -5.32149 -0.675
C -1.58533 -0.67649 -5.30134 -0.515
C -0.83574 -1.40486 -4.39183 -0.523
C 0.01648 -0.77410 -3.49225 0.401
S 1.08258 -1.90292 -2.59998 1.736
O 0.81024 -3.21814 -3.12634 -0.798
O 2.42100 -1.39861 -2.84883 -0.770
O 0.73684 -1.87411 -1.13836 -0.811
H 3.19690 2.21961 -2.70679 0.279
H -0.55188 2.41372 -4.40680 0.545
H -2.03004 1.29333 -6.03637 0.381
H -2.24023 -1.19370 -5.99142 0.384
H -0.87758 -2.48413 -4.38259 0.510
F -4.66003 -1.55881 0.72872 -0.270
C -3.35687 -1.29982 0.92653 0.632
F -3.24201 -0.91426 2.21431 -0.272
F -2.68954 -2.44088 0.79704 -0.235
C -2.78452 -0.22180 -0.05773 0.739
O -1.46920 -0.35973 -0.27025 -0.490
C -3.45639 -0.47590 -1.45813 0.286
F -2.85759 0.22901 -2.40734 -0.065
F -3.37296 -1.77180 -1.78588 -0.274
F -4.76319 -0.13690 -1.46592 -0.297
C -3.19402 1.21195 0.40438 0.518
F -4.44510 1.23775 0.90924 -0.303
F -3.14463 2.08039 -0.60169 -0.235
F -2.37093 1.66076 1.35945 -0.182
```

Output
Multiplicity = 1
Charge = -1
Molar mass = 866.27 g mol⁻¹
E = -137635.8216 eV
HOMO-LUMO gap = 7.74 eV
Lowest unoccupied orbital energy = 1.69 eV

# 2
Density functional theory data (ωB97M-V with the def2-TZVPD basis set) for an isolated molecule of C26H41N5O3S in a non-equilibrium geometry.

XYZ file:
```
76
Properties=species:S:1:pos:R:3:mulliken_charge:R:1
C -1.15122 0.28594 3.05621 -1.022
C 0.23268 0.71870 3.36858 0.242
N 0.55828 1.27879 4.51793 -1.058
N 1.86865 1.53225 4.47353 0.883
C 2.52580 2.13249 5.59735 -0.890
C 2.42136 1.14326 3.30684 -0.674
C 3.86643 1.28783 3.01169 -1.824
C 1.38467 0.60695 2.55732 1.062
S 1.48313 -0.00409 0.91076 1.208
O 0.48682 -1.01236 0.71702 -0.741
O 2.85055 -0.35845 0.61503 -0.829
N 1.11673 1.30435 -0.05198 1.295
C 2.19118 2.19774 -0.44172 -0.406
C 2.53177 1.88885 -1.91143 0.292
O 2.29650 2.66580 -2.81253 -0.683
N 3.09420 0.67868 -2.05717 -0.012
C 3.16375 0.00161 -3.33292 -1.159
C 1.97171 -0.94178 -3.52140 -0.466
C 1.96753 -2.05915 -2.47632 -0.269
N 0.91492 -3.03589 -2.71129 0.020
C -0.39103 -2.51712 -2.33065 0.017
C -1.48774 -3.51538 -2.68639 -1.430
C -1.25820 -4.84393 -1.97037 0.745
C -2.31749 -5.87428 -2.34771 -1.735
C 0.14463 -5.32804 -2.32866 -1.022
C 1.17993 -4.26440 -1.98037 -0.428
C -0.19582 1.79798 0.10378 -0.543
C -1.25082 1.06231 -0.41863 -0.372
C -2.55125 1.49487 -0.23694 -1.048
C -2.83207 2.66535 0.45696 1.209
C -4.25717 3.11818 0.65744 0.028
C -4.48053 4.51227 0.06824 -1.522
C -4.62401 3.09005 2.14342 -1.435
C -1.76645 3.39502 0.97220 -0.245
C -0.46335 2.96802 0.80636 -1.152
H -1.63032 -0.08218 3.95980 0.576
H -1.73293 1.12583 2.67789 -0.086
H -1.12718 -0.48997 2.29650 0.193
H 3.02048 3.05994 5.30447 0.307
H 1.76354 2.34444 6.34345 0.300
H 3.26733 1.45219 6.02059 0.298
H 4.46341 0.90032 3.83646 0.538
H 4.10276 0.72815 2.11083 0.308
H 4.13140 2.33609 2.86711 0.341
H 1.87669 3.23961 -0.36561 0.587
H 3.06264 2.01940 0.19141 0.301
H 3.17671 0.10202 -1.22742 0.306
H 4.10389 -0.55428 -3.38384 0.395
H 3.15589 0.77304 -4.10653 0.470
H 2.01416 -1.38931 -4.51514 0.350
H 1.05926 -0.34856 -3.45331 0.222
H 2.92533 -2.58513 -2.54028 0.431
H 1.88223 -1.63531 -1.46167 0.058
H -0.56600 -1.58880 -2.87848 0.506
H -0.42234 -2.29457 -1.24880 -0.068
H -1.47623 -3.68259 -3.76526 0.389
H -2.45911 -3.09813 -2.41287 0.398
H -1.30271 -4.66963 -0.88895 0.217
H -3.31035 -5.51713 -2.08296 0.414
H -2.29597 -6.06576 -3.41856 0.339
H -2.13994 -6.81341 -1.82800 0.416
H 0.19283 -5.52926 -3.40045 0.310
H 0.37922 -6.25080 -1.79392 0.399
H 2.17532 -4.62109 -2.26076 0.406
H 1.17402 -4.08572 -0.88929 0.209
H -1.04033 0.14922 -0.95006 0.532
H -3.36314 0.91192 -0.64727 0.336
H -4.91358 2.41687 0.13103 0.416
H -5.52959 4.78888 0.14667 0.470
H -3.89071 5.25697 0.59638 0.291
H -4.19496 4.52919 -0.98101 0.361
H -5.66461 3.37605 2.27902 0.483
H -4.48426 2.09062 2.54985 0.314
H -4.00213 3.78023 2.70824 0.274
H -1.95069 4.30512 1.52317 0.258
H 0.34591 3.54312 1.23337 0.401
```

Output
SMILES string = Cc1nn(C)c(C)c1S(=O)(=O)N(CC(=O)NCCCN1CCC(C)CC1)c1ccc(C(C)C)cc1
Multiplicity = 1
Molar mass = 503.71 g mol⁻¹
E = -52056.5530 eV
HOMO-LUMO gap = 8.75 eV
Lowest unoccupied orbital energy = 0.47 eV

# 3
Density functional theory data (ωB97M-V with the def2-TZVPD basis set) for a structure of composition C37H25MgN7O4.

XYZ file:
```
74
Properties=species:S:1:pos:R:3:mulliken_charge:R:1
Mg -0.51674 -0.30917 -0.59015 2.917
O -3.31324 -0.50254 2.74521 -0.887
C -2.61018 -0.31820 1.74217 -0.266
O -1.51473 -0.85804 1.41238 -0.474
C -3.12740 0.67076 0.69075 0.464
C -4.25893 1.46087 0.81582 -0.875
C -4.65058 2.22851 -0.27431 -0.388
C -3.93304 2.15637 -1.46509 -0.989
C -2.81645 1.34180 -1.50230 0.475
N -2.42754 0.65079 -0.43540 1.023
C -1.97560 1.04494 -2.74615 -0.152
O -2.34236 1.52980 -3.82418 -0.879
O -0.98996 0.27343 -2.51976 -0.929
H -4.80599 1.44971 1.74939 0.544
H -5.52369 2.86687 -0.20661 0.407
H -4.22113 2.70216 -2.35342 0.547
C 2.92390 0.99885 -3.64508 -0.854
C 4.05032 1.01620 -2.83205 -0.183
C 4.04069 0.29018 -1.65982 -0.741
C 2.89764 -0.45112 -1.32162 0.335
N 1.79582 -0.42037 -2.07920 -0.113
C 1.82139 0.28127 -3.21148 -0.302
N 2.99870 -1.28037 -0.21623 -0.553
C 2.01749 -1.99838 0.21623 -0.704
N 0.67740 -1.99520 -0.06877 -0.203
C 0.12282 -3.11572 0.50278 0.326
N -1.06890 -3.60422 0.48937 -0.604
C -2.14706 -3.07214 -0.19114 0.138
C -3.41944 -3.48251 0.25477 -0.548
C -4.54002 -3.10346 -0.44344 -0.329
C -4.38818 -2.34446 -1.60419 -0.803
C -3.11165 -1.96013 -1.95731 -0.524
N -2.01226 -2.27979 -1.26670 -0.157
C 1.16563 -3.84771 1.27986 -0.183
C 1.11234 -4.99570 2.04395 0.103
C 2.28302 -5.40527 2.67753 -0.652
C 3.46599 -4.68012 2.53188 -0.574
C 3.50686 -3.52825 1.75247 -0.268
C 2.33494 -3.12394 1.14331 0.628
H 2.88877 1.56584 -4.56653 0.389
H 4.92654 1.58698 -3.11933 0.368
H 4.89404 0.26260 -0.99663 0.409
H 0.89551 0.27654 -3.77827 0.556
H -3.47731 -4.06993 1.16090 0.408
H -5.52817 -3.39556 -0.10721 0.346
H -5.24017 -2.03632 -2.19612 0.420
H -2.95020 -1.35001 -2.83797 0.787
H 0.18669 -5.54934 2.14702 0.520
H 2.27489 -6.29267 3.30037 0.379
H 4.36357 -5.02260 3.03561 0.374
H 4.41800 -2.95672 1.61899 0.510
C 0.36310 1.97658 4.37438 -0.560
C 0.79191 0.77917 3.81562 -0.610
C 0.84188 0.60256 2.44165 -0.266
C 0.44813 1.62020 1.55982 -0.352
C 0.00573 2.82687 2.14769 -0.062
C -0.03425 3.00191 3.52147 -0.547
N 0.45965 1.45656 0.16546 0.618
C 1.07086 2.49691 -0.51811 -0.784
C 0.56947 3.00393 -1.73371 -0.212
C 1.19787 4.04223 -2.40538 -0.592
C 2.35566 4.62902 -1.91371 -0.486
C 2.88046 4.14109 -0.71645 -0.632
C 2.26008 3.10872 -0.03922 0.123
H 0.31915 2.10401 5.45039 0.316
H 1.09000 -0.03560 4.46672 0.372
H 1.17544 -0.34103 2.03080 0.224
H -0.32733 3.62167 1.49087 0.370
H -0.38831 3.94350 3.93024 0.316
H -0.33259 2.57194 -2.14219 0.074
H 0.77301 4.39959 -3.33903 0.389
H 2.84259 5.43739 -2.44823 0.327
H 3.79345 4.57119 -0.31526 0.318
H 2.69203 2.73704 0.88184 0.418
```

Output
Multiplicity = 1
Charge = -2
Molar mass = 655.96 g mol⁻¹
E = -62848.5931 eV
HOMO-LUMO gap = 5.98 eV
Lowest unoccupied orbital energy = 4.68 eV

# 4
Density functional theory data (ωB97M-V with the def2-TZVPD basis set) for an isolated molecule of C4H8N2 in a non-equilibrium geometry.

XYZ file:
```
14
Properties=species:S:1:pos:R:3:mulliken_charge:R:1
C 1.68203 -0.08414 0.46557 -1.089
C 0.36444 0.74769 0.21191 -0.390
C -0.90994 -0.13685 0.12475 0.085
N -2.03619 0.64055 -0.34078 -0.639
C -0.54901 -1.33613 -0.68518 0.242
N 0.26233 -2.09501 -1.02211 -0.501
H 1.66731 -0.93914 1.17565 0.338
H 2.48327 0.52110 0.93092 0.334
H 2.30206 -0.54600 -0.62054 0.244
H 0.13404 1.50055 0.99938 0.279
H 0.47676 1.30847 -0.73540 0.271
H -1.13248 -0.53157 1.12856 0.279
H -1.87885 0.89501 -1.31455 0.274
H -2.86576 0.05547 -0.31818 0.272
```

Output
SMILES string = CC[C@@H](N)C#N
Multiplicity = 1
Molar mass = 84.12 g mol⁻¹
E = -7256.3788 eV
HOMO-LUMO gap = 11.13 eV
Lowest unoccupied orbital energy = 0.73 eV